# 1
{"formula": "C22H22N2O3", "method": "the ωB97M-V functional and the def2-TZVPD basis", "symbols": ["C", "C", "O", "C", "C", "C", "C", "C", "C", "C", "N", "O", "O", "C", "C", "C", "C", "C", "N", "C", "C", "C", "C", "C", "C", "C", "C", "H", "H", "H", "H", "H", "H", "H", "H", "H", "H", "H", "H", "H", "H", "H", "H", "H", "H", "H", "H", "H", "H"], "xyz": [[-0.834, -2.604, -0.522], [-0.806, -2.024, 0.876], [-0.766, -2.762, 1.897], [-1.053, -0.489, 1.110], [-0.400, 0.477, 0.153], [-1.070, 1.435, -0.610], [-2.540, 1.659, -0.751], [-3.419, 0.606, -0.936], [-4.773, 0.796, -1.111], [-5.272, 2.115, -1.252], [-6.610, 2.301, -1.676], [-7.040, 3.445, -1.685], [-7.243, 1.293, -2.088], [-4.406, 3.171, -0.949], [-3.061, 2.972, -0.731], [0.008, 2.231, -1.240], [1.217, 1.726, -0.824], [2.565, 2.358, -1.130], [0.976, 0.673, 0.009], [1.971, -0.173, 0.458], [2.695, -0.975, -0.423], [3.580, -1.962, 0.019], [4.287, -2.882, -0.973], [3.803, -2.121, 1.393], [3.113, -1.275, 2.311], [3.297, -1.532, 3.769], [2.224, -0.309, 1.846], [-1.839, -2.484, -0.931], [-0.553, -3.655, -0.493], [-0.149, -2.031, -1.133], [-0.601, -0.209, 2.064], [-2.126, -0.339, 1.197], [-3.121, -0.444, -0.928], [-5.365, -0.118, -1.259], [-4.795, 4.181, -0.924], [-2.411, 3.837, -0.548], [-0.135, 3.145, -1.881], [3.006, 2.777, -0.240], [3.315, 1.641, -1.474], [2.438, 3.147, -1.866], [2.467, -0.925, -1.492], [3.902, -3.935, -0.870], [4.066, -2.498, -1.984], [5.380, -2.844, -0.873], [4.432, -2.944, 1.729], [2.850, -0.729, 4.382], [4.316, -1.614, 4.064], [2.813, -2.473, 4.010], [1.666, 0.361, 2.511]], "atomic_forces_ev_per_a": [[0.2, 0.4, 0.7], [-0.8, -1.5, 3.3], [0.2, 2.1, -3.1], [1.9, -0.6, -0.2], [-1.5, 0.6, -1.0], [1.8, 0.3, -0.3], [1.3, 0.7, 0.1], [-0.4, -0.7, 0.4], [-0.6, 0.4, -0.9], [2.1, -1.8, 1.2], [-2.0, -0.7, -1.2], [-0.1, -0.6, 0.0], [1.1, 2.0, 1.0], [-0.8, 0.5, -0.5], [0.4, -0.6, 0.1], [-1.2, 0.4, 0.1], [-0.5, 1.6, -1.1], [-0.3, -1.1, 0.3], [-1.3, 0.5, -0.2], [1.8, -1.9, 1.8], [-0.5, -0.2, -0.4], [0.6, -0.2, 0.5], [-0.7, 0.1, -0.2], [-1.2, 1.0, -0.3], [0.6, -0.7, -0.7], [-1.0, 0.7, 0.4], [-0.3, 0.2, -0.9], [0.0, 0.0, 0.0], [-0.1, 0.1, 0.0], [0.1, 0.1, -0.4], [-0.3, -0.6, 0.4], [0.0, 0.2, -0.2], [0.4, 0.4, 0.0], [-0.1, 0.9, 0.0], [-0.1, -0.1, -0.2], [-0.3, -0.5, 0.0], [0.2, -1.3, 0.8], [0.0, 0.3, 0.4], [-0.2, 0.0, -0.3], [-0.1, -0.1, 0.0], [0.1, 0.1, 0.3], [0.5, 1.0, -0.2], [0.0, -0.5, 0.2], [-0.3, -0.2, 0.2], [0.0, 0.3, 0.1], [0.1, -0.4, -0.3], [1.0, -0.1, 0.1], [-0.2, -0.1, 0.2], [0.3, -0.4, 0.0]], "gap_ev": 7.554, "e_lumo_ev": -0.74, "energy_ha": -1186.66682, "relative_energy_kcal_mol": 120.2, "smiles": "CC(=O)Cc1c(-c2ccc([N+](=O)[O-])cc2)cc(C)n1-c1cc(C)cc(C)c1", "homo_ev": -8.30}

***

# 2
{"formula": "C22H22N4O4S2Y", "method": "the ωB97M-V functional and the def2-TZVPD basis", "symbols": ["Y", "C", "O", "C", "C", "O", "C", "H", "H", "H", "H", "H", "H", "H", "H", "H", "H", "N", "C", "C", "C", "C", "C", "C", "S", "O", "O", "N", "C", "S", "C", "C", "N", "H", "H", "H", "H", "H", "H", "H", "H", "N", "C", "C", "C", "C", "C", "C", "C", "C", "C", "H", "H", "H", "H"], "xyz": [[-0.622, 0.043, -1.363], [-1.338, 3.347, -2.048], [-1.835, 2.059, -1.600], [-3.263, 1.922, -1.786], [-3.457, 0.885, -2.862], [-2.796, -0.317, -2.428], [-3.724, -1.283, -1.895], [-1.850, 4.131, -1.492], [-1.522, 3.456, -3.117], [-0.273, 3.363, -1.846], [-3.695, 2.883, -2.057], [-3.691, 1.588, -0.839], [-2.983, 1.208, -3.790], [-4.510, 0.683, -3.053], [-4.426, -1.573, -2.677], [-4.255, -0.866, -1.039], [-3.157, -2.149, -1.573], [-0.855, -2.808, 6.583], [-0.886, -2.560, 5.250], [-1.813, -1.650, 4.711], [-1.830, -1.377, 3.364], [-0.923, -2.018, 2.528], [0.006, -2.924, 3.038], [0.028, -3.190, 4.383], [-0.893, -1.687, 0.840], [0.405, -1.116, 0.393], [-1.898, -0.615, 0.528], [-1.184, -3.030, 0.106], [-0.828, -3.162, -1.193], [-0.775, -4.755, -1.857], [-0.333, -4.106, -3.394], [-0.245, -2.768, -3.323], [-0.529, -2.213, -2.082], [-1.582, -2.457, 7.181], [-0.280, -3.546, 6.945], [-2.519, -1.158, 5.368], [-2.541, -0.673, 2.954], [0.706, -3.415, 2.373], [0.749, -3.890, 4.785], [-0.158, -4.733, -4.251], [0.031, -2.117, -4.140], [8.083, 4.693, 0.829], [7.102, 4.212, 0.474], [5.875, 3.617, 0.029], [4.800, 3.507, 0.908], [3.616, 2.936, 0.480], [3.492, 2.470, -0.831], [4.574, 2.582, -1.706], [5.758, 3.151, -1.281], [2.263, 1.877, -1.266], [1.228, 1.368, -1.669], [4.900, 3.869, 1.922], [2.779, 2.846, 1.159], [4.476, 2.219, -2.720], [6.599, 3.241, -1.954]], "atomic_forces_ev_per_a": [[0.1, 0.0, 0.2], [0.0, -0.1, 0.1], [-0.2, 0.3, 0.0], [0.1, -0.1, 0.0], [0.0, 0.1, 0.1], [0.0, 0.1, -0.1], [0.0, -0.1, 0.0], [0.0, 0.0, 0.0], [0.0, 0.0, 0.0], [0.0, 0.0, 0.0], [0.0, 0.0, 0.0], [0.0, 0.0, 0.0], [0.0, 0.0, 0.0], [0.0, 0.0, 0.0], [0.0, 0.0, 0.0], [0.0, 0.0, 0.0], [0.0, 0.0, 0.0], [0.0, 0.0, 0.0], [0.0, 0.1, -0.1], [0.0, 0.0, 0.1], [0.0, 0.1, -0.1], [0.0, 0.0, -0.2], [0.0, -0.1, 0.0], [0.0, 0.0, 0.0], [-0.2, -0.2, 0.0], [0.0, 0.2, 0.0], [0.1, -0.2, -0.2], [0.1, 0.1, 0.3], [0.0, -0.1, -0.1], [0.0, 0.1, -0.1], [0.0, 0.0, 0.1], [0.0, 0.1, 0.0], [-0.1, -0.2, 0.1], [0.0, 0.0, 0.0], [0.0, 0.0, 0.0], [0.0, 0.0, 0.0], [0.0, 0.0, 0.0], [0.0, 0.0, 0.0], [0.0, 0.0, 0.0], [0.0, 0.0, 0.0], [0.0, 0.0, 0.0], [0.0, 0.0, 0.0], [0.1, 0.1, 0.0], [-0.2, -0.1, -0.1], [0.0, 0.0, 0.0], [0.0, 0.0, 0.0], [0.0, 0.0, 0.1], [-0.1, 0.0, 0.0], [0.1, 0.0, 0.0], [0.0, 0.0, -0.2], [0.1, 0.0, -0.1], [0.0, 0.0, 0.0], [0.0, 0.0, 0.0], [0.0, 0.0, 0.0], [0.0, 0.0, 0.0]], "gap_ev": 8.358, "e_lumo_ev": -2.47, "energy_ha": -2206.04703, "charge": 1, "relative_energy_kcal_mol": 0.0, "homo_ev": -10.82}

***

# 3
{"formula": "C22H22N9ORu", "method": "the ωB97M-V functional and the def2-TZVPD basis", "symbols": ["Ru", "C", "C", "C", "C", "C", "C", "N", "C", "C", "C", "C", "C", "C", "N", "N", "C", "C", "C", "C", "C", "N", "H", "H", "H", "H", "H", "H", "H", "H", "H", "H", "H", "H", "H", "N", "C", "N", "O", "H", "H", "H", "H", "N", "C", "C", "N", "C", "C", "N", "H", "H", "H", "H", "H"], "xyz": [[0.452, 0.429, 0.255], [1.603, 4.420, -3.368], [2.723, 3.688, -2.997], [2.577, 2.432, -2.425], [1.301, 1.918, -2.224], [0.177, 2.643, -2.597], [0.333, 3.895, -3.172], [1.132, 0.673, -1.543], [1.569, -0.512, -2.131], [2.140, -0.613, -3.403], [2.506, -1.858, -3.887], [2.310, -3.021, -3.140], [1.731, -2.951, -1.887], [1.369, -1.705, -1.395], [0.743, -1.477, -0.159], [0.410, -2.406, 0.611], [-0.220, -1.918, 1.776], [-0.675, -2.837, 2.702], [-1.323, -2.370, 3.837], [-1.489, -1.004, 4.004], [-1.001, -0.142, 3.033], [-0.375, -0.578, 1.939], [1.720, 5.397, -3.817], [3.714, 4.091, -3.155], [3.446, 1.859, -2.124], [-0.810, 2.221, -2.449], [-0.540, 4.457, -3.476], [2.276, 0.272, -4.007], [2.944, -1.929, -4.873], [2.594, -3.980, -3.550], [1.545, -3.837, -1.295], [-0.526, -3.891, 2.512], [-1.698, -3.064, 4.576], [-1.993, -0.603, 4.872], [-1.109, 0.931, 3.125], [3.747, -1.012, 0.812], [2.994, -0.319, 1.666], [3.068, -0.570, 2.973], [2.222, 0.607, 1.249], [4.420, -1.699, 1.112], [3.725, -0.759, -0.162], [3.777, -1.165, 3.370], [2.562, 0.040, 3.594], [1.675, 5.707, 0.678], [0.718, 4.763, 0.678], [1.036, 3.387, 0.625], [0.077, 2.479, 0.621], [-1.204, 2.883, 0.686], [-1.493, 4.234, 0.732], [-0.553, 5.167, 0.723], [2.651, 5.480, 0.647], [1.399, 6.673, 0.725], [2.058, 3.039, 0.566], [-1.980, 2.128, 0.692], [-2.521, 4.574, 0.774]], "atomic_forces_ev_per_a": [[0.3, 0.1, -0.2], [0.0, 0.0, 0.0], [0.0, 0.0, 0.0], [0.0, 0.0, 0.0], [0.0, -0.1, 0.0], [0.0, 0.0, 0.0], [0.0, 0.0, 0.0], [-0.2, 0.1, 0.2], [0.1, -0.1, -0.1], [0.0, 0.0, 0.0], [0.0, 0.0, 0.0], [0.0, 0.0, 0.0], [0.0, 0.0, 0.0], [0.0, 0.0, 0.0], [0.0, 0.0, 0.1], [0.0, 0.1, -0.1], [0.0, 0.0, 0.1], [0.0, 0.0, 0.0], [0.0, 0.0, 0.0], [0.0, 0.0, 0.0], [0.0, 0.0, 0.1], [0.0, -0.1, -0.1], [0.0, 0.0, 0.0], [0.0, 0.0, 0.0], [0.0, 0.0, 0.0], [0.0, 0.0, 0.0], [0.0, 0.0, 0.0], [0.0, 0.0, 0.0], [0.0, 0.0, 0.0], [0.0, 0.0, 0.0], [0.0, 0.0, 0.0], [0.0, 0.0, 0.0], [0.0, 0.0, 0.0], [0.0, 0.0, 0.0], [0.0, 0.0, 0.0], [0.0, 0.0, 0.0], [0.1, 0.1, -0.1], [0.0, 0.0, 0.0], [-0.2, -0.1, 0.2], [0.0, 0.0, 0.0], [0.0, 0.0, 0.0], [0.0, 0.0, 0.0], [0.0, 0.0, 0.0], [0.0, 0.0, 0.0], [0.0, 0.0, 0.0], [0.0, 0.0, 0.0], [0.0, -0.1, 0.0], [0.0, 0.0, 0.0], [0.0, 0.0, 0.0], [0.0, 0.0, 0.0], [0.0, 0.0, 0.0], [0.0, 0.0, 0.0], [0.0, 0.0, 0.0], [0.0, 0.0, 0.0], [0.0, 0.0, 0.0]], "gap_ev": [6.451, 6.194], "e_lumo_ev": [-7.47, -7.74], "energy_ha": -1514.02664, "s_squared": 0.84, "charge": 2, "multiplicity": 2, "relative_energy_kcal_mol": 0.0, "homo_ev": [-13.92, -13.93]}

***

# 4
{"formula": "C22H22NO3", "method": "the ωB97M-V functional and the def2-TZVPD basis", "symbols": ["C", "O", "C", "C", "C", "C", "C", "O", "C", "C", "C", "H", "H", "H", "H", "H", "H", "H", "H", "H", "H", "H", "C", "C", "C", "C", "C", "C", "N", "C", "C", "C", "C", "C", "O", "C", "C", "H", "H", "H", "H", "H", "H", "H", "H", "H", "H", "H"], "xyz": [[-5.933, -0.076, 1.543], [-5.426, -0.078, 0.208], [-4.158, 0.409, 0.027], [-3.634, 0.297, -1.294], [-2.318, 0.623, -1.548], [-1.444, 1.016, -0.492], [-0.062, 1.237, -0.780], [0.658, 1.975, 0.025], [1.602, 2.997, -0.407], [-2.017, 1.286, 0.778], [-3.341, 0.973, 1.040], [-6.916, -0.541, 1.480], [-5.281, -0.664, 2.211], [-6.032, 0.953, 1.928], [-4.307, -0.092, -2.070], [-1.929, 0.533, -2.561], [0.262, 1.123, -1.839], [2.154, 3.257, 0.492], [2.293, 2.618, -1.182], [1.062, 3.887, -0.777], [-1.394, 1.713, 1.560], [-3.764, 1.130, 2.033], [4.858, 1.377, 2.742], [5.018, 1.712, 1.390], [4.216, 1.076, 0.421], [3.189, 0.175, 0.774], [2.227, -0.228, -0.340], [0.971, -0.854, -0.011], [0.489, -1.858, -0.879], [0.580, -1.716, -2.249], [-0.128, -2.540, -3.102], [-0.882, -3.604, -2.608], [-0.862, -3.824, -1.230], [-0.166, -2.981, -0.384], [2.569, 0.111, -1.506], [3.114, -0.209, 2.127], [3.925, 0.402, 3.101], [5.471, 1.858, 3.509], [5.767, 2.459, 1.091], [4.390, 1.334, -0.630], [0.811, -1.126, 1.043], [1.186, -0.890, -2.593], [-0.068, -2.313, -4.161], [-1.444, -4.248, -3.289], [-1.405, -4.661, -0.809], [-0.127, -3.124, 0.690], [2.409, -0.993, 2.381], [3.818, 0.090, 4.146]], "atomic_forces_ev_per_a": [[0.0, 0.1, 0.3], [1.5, 0.7, -0.1], [0.0, -0.4, -0.5], [-0.6, -0.1, 0.5], [0.3, -0.5, 0.5], [-1.0, 0.3, 0.0], [0.4, 0.4, -0.1], [-0.6, 0.6, 0.1], [0.2, 0.0, -0.6], [0.1, -0.4, -0.3], [-0.5, -0.2, -0.1], [0.1, 0.1, 0.1], [-0.2, 0.2, -0.2], [0.0, -0.4, -0.2], [0.4, 0.3, 0.3], [0.0, -0.1, 0.2], [0.1, -0.1, 0.8], [0.0, -0.1, -0.1], [-0.4, 0.0, 0.4], [0.0, -0.6, 0.2], [-0.1, -0.2, -0.1], [0.3, 0.0, -0.3], [-0.1, 0.0, -0.3], [-0.3, -0.6, -0.1], [0.3, 0.7, 0.2], [0.3, 0.5, 0.2], [1.8, 0.7, -0.9], [0.5, -0.2, 0.3], [-0.8, -1.1, -1.1], [-0.6, -0.1, 0.8], [0.1, -0.3, 0.2], [0.2, 0.3, -0.1], [0.1, 0.1, -0.1], [0.2, 1.1, -0.7], [-0.8, -0.8, 1.4], [0.0, 0.5, -0.4], [-0.3, -0.5, -0.2], [-0.2, -0.2, -0.3], [-0.4, -0.5, 0.1], [-0.3, -0.2, 0.4], [-0.1, 0.3, -0.6], [0.0, 0.0, 0.1], [0.0, -0.2, 0.1], [0.2, 0.2, 0.4], [0.1, 0.1, 0.1], [0.0, 0.1, -0.2], [0.0, 0.2, 0.4], [0.1, 0.2, -0.4]], "gap_ev": 6.606, "e_lumo_ev": -4.22, "energy_ha": -1131.67813, "charge": 1, "relative_energy_kcal_mol": 66.9, "homo_ev": -10.83}

***

# 5
{"formula": "C22H23AsBCl2F10FeNO4PS3", "method": "the ωB97M-V functional and the def2-TZVPD basis", "symbols": ["Fe", "S", "C", "C", "C", "C", "C", "C", "C", "C", "C", "N", "H", "H", "H", "H", "H", "H", "Cl", "C", "C", "C", "Cl", "C", "O", "C", "C", "O", "C", "H", "H", "H", "F", "As", "F", "F", "F", "F", "F", "F", "B", "F", "F", "F", "C", "C", "C", "O", "P", "S", "S", "O", "C", "C", "C", "H", "H", "H", "H", "H", "H", "H", "H", "H", "H", "H", "H", "H", "H"], "xyz": [[1.115, -0.077, -1.087], [3.971, 1.048, 2.277], [4.758, -0.082, 1.253], [3.980, -0.466, 0.206], [2.697, 0.149, 0.231], [2.550, 0.984, 1.296], [1.333, 1.716, 1.558], [1.168, 2.644, 2.588], [-0.047, 3.279, 2.726], [-1.073, 2.975, 1.838], [-0.828, 2.030, 0.858], [0.337, 1.405, 0.721], [5.769, -0.382, 1.475], [4.313, -1.141, -0.565], [1.989, 2.845, 3.263], [-0.197, 4.004, 3.517], [-2.039, 3.455, 1.900], [-1.601, 1.766, 0.149], [-3.814, 3.649, -5.239], [-2.484, 2.983, -4.313], [-1.241, 3.630, -4.346], [-0.185, 3.136, -3.631], [1.346, 3.934, -3.689], [-0.298, 1.962, -2.818], [0.705, 1.536, -2.160], [-1.581, 1.356, -2.806], [-1.800, 0.178, -2.013], [-1.027, -0.265, -1.170], [-2.650, 1.854, -3.565], [-1.111, 4.520, -4.945], [-2.764, -0.337, -2.151], [-3.602, 1.337, -3.546], [2.872, 0.144, -2.502], [4.418, 0.314, -3.409], [5.910, 0.460, -4.275], [5.090, 1.168, -2.061], [3.843, 1.812, -4.051], [4.939, -1.187, -2.711], [3.693, -0.537, -4.719], [0.885, -1.708, -2.233], [0.124, -2.008, -3.486], [0.880, -2.882, -4.221], [-0.063, -0.793, -4.132], [-1.093, -2.547, -3.103], [-0.061, -0.395, 3.891], [-0.236, -1.739, 4.567], [-1.578, -1.858, 5.275], [-0.062, -2.877, 3.718], [-0.434, -3.090, 2.160], [-0.434, -5.019, 1.851], [0.833, -1.978, 1.057], [-1.925, -2.469, 2.227], [-2.936, -2.395, 1.210], [-2.577, -3.085, -0.091], [-3.257, -0.920, 1.036], [-0.140, 0.391, 4.648], [-0.826, -0.229, 3.130], [0.911, -0.333, 3.410], [0.563, -1.853, 5.306], [-2.386, -1.772, 4.549], [-1.680, -1.067, 6.022], [-1.660, -2.826, 5.769], [-3.805, -2.902, 1.646], [-1.731, -2.609, -0.577], [-3.433, -3.033, -0.769], [-2.331, -4.131, 0.079], [-2.394, -0.410, 0.608], [-3.492, -0.466, 2.001], [-4.115, -0.793, 0.370]], "atomic_forces_ev_per_a": [[-0.4, 0.4, 0.4], [0.0, 0.0, 0.1], [0.0, 0.0, 0.0], [0.0, 0.1, 0.2], [-0.1, -0.2, -0.3], [0.2, 0.2, 0.0], [0.1, -0.2, 0.1], [0.0, 0.0, 0.0], [0.0, 0.0, 0.0], [0.0, 0.0, 0.0], [0.0, 0.0, -0.1], [-0.1, 0.2, -0.2], [0.0, 0.0, 0.0], [0.0, 0.0, 0.0], [0.0, 0.0, 0.0], [0.0, 0.0, 0.0], [0.0, 0.0, 0.0], [0.0, 0.0, 0.0], [0.1, 0.0, 0.0], [0.0, 0.0, 0.0], [-0.1, 0.0, 0.0], [0.1, 0.0, 0.1], [0.0, 0.0, 0.0], [-0.1, 0.1, 0.0], [0.2, -0.1, 0.1], [0.0, -0.1, -0.1], [0.0, 0.1, 0.0], [0.0, -0.2, -0.1], [0.0, 0.0, 0.0], [0.0, 0.0, 0.0], [0.0, 0.0, 0.1], [0.0, 0.0, 0.0], [0.3, -0.1, -0.2], [-0.3, 0.0, 0.0], [0.1, 0.0, 0.0], [0.0, 0.0, 0.0], [0.0, 0.0, 0.0], [0.0, 0.0, 0.0], [0.0, 0.0, 0.0], [0.2, 0.1, 0.1], [0.1, -0.1, -0.3], [0.0, -0.1, 0.0], [0.0, 0.2, 0.0], [-0.2, 0.0, 0.1], [0.0, 0.1, -0.1], [-0.1, -0.1, 0.0], [0.0, 0.0, 0.0], [0.1, -0.1, 0.0], [0.3, 0.0, -0.1], [0.0, -0.1, 0.1], [-0.1, -0.2, 0.1], [-0.1, 0.2, 0.0], [0.0, -0.1, 0.1], [-0.1, 0.0, -0.1], [0.0, 0.0, -0.1], [0.0, 0.0, 0.0], [0.0, 0.0, 0.0], [0.0, 0.0, 0.0], [0.0, 0.0, 0.0], [0.0, 0.0, 0.0], [0.0, 0.0, 0.0], [0.0, 0.0, 0.0], [0.0, 0.0, 0.0], [0.1, 0.0, 0.0], [0.0, 0.0, 0.0], [0.0, 0.0, 0.0], [-0.1, -0.1, 0.1], [0.0, 0.0, 0.0], [0.0, 0.0, 0.0]], "gap_ev": [6.393, 6.045], "e_lumo_ev": [3.79, 3.47], "energy_ha": -8187.75709, "s_squared": 8.76, "charge": -2, "multiplicity": 6, "relative_energy_kcal_mol": 15.9, "homo_ev": [-2.61, -2.57]}